1.
17
Properties=species:S:1:pos:R:3 method="wB97M-V/def2-TZVPD" spin_multiplicity=1 orbital_gap_ev=7.807 e_above_lowest_kj_mol=255.9 total_charge=0
C 0.67 0.94 -1.47
C 0.16 0.53 -0.12
N 0.28 1.49 0.94
C -0.92 -0.39 0.03
N -1.94 -0.20 0.88
N -0.50 -1.59 -0.41
C 0.93 -1.39 0.17
O 1.18 -1.64 1.35
H 0.44 0.19 -2.22
H 0.22 1.89 -1.79
H 1.76 1.08 -1.45
H 0.63 1.02 1.77
H 0.90 2.25 0.69
H -2.04 0.73 1.25
H -2.40 -0.99 1.31
H -1.04 -2.44 -0.32
H 1.67 -1.49 -0.64

=====

2.
10
Properties=species:S:1:pos:R:3 method="wB97M-V/def2-TZVPD" spin_multiplicity=1 orbital_gap_ev="7.942 / 7.943" e_above_lowest_kj_mol=728.1 total_charge=0
O -1.22 -0.57 -0.72
C -1.15 0.09 0.59
C 0.14 -0.78 0.81
N 0.35 -0.23 -0.58
C -0.19 1.11 -0.12
H 0.91 -0.46 1.52
H 0.00 -1.86 0.79
H 1.18 -0.39 -1.21
H 0.54 1.69 0.46
H -0.61 1.68 -0.95

=====

3.
137
Properties=species:S:1:pos:R:3 method="wB97M-V/def2-TZVPD" spin_multiplicity=1 orbital_gap_ev=4.832 total_charge=+1
C 4.23 0.42 2.71
C 4.24 -0.91 1.71
C 2.70 -1.21 1.16
C 2.00 -2.39 2.10
C 0.58 -2.87 1.40
C -0.40 -1.58 1.02
C -0.37 -1.41 -0.64
C -1.74 -0.70 -1.22
C -3.06 -1.67 -1.24
C -4.45 -0.95 -0.75
C -4.74 0.53 -1.40
C -5.46 1.56 -0.35
C -4.55 1.89 1.00
C -3.98 3.42 0.85
C -2.58 3.73 1.64
C -1.34 2.71 1.29
C -0.53 3.05 -0.10
C -1.19 3.37 -1.57
N -0.35 3.63 -2.81
C 1.18 3.60 -2.75
C 2.03 3.29 -1.35
N 3.54 3.31 -1.45
C 4.21 2.49 -0.37
C 5.49 1.72 -1.11
C 6.83 1.62 -0.15
C 1.13 3.02 0.00
H 3.16 0.93 2.76
H 4.93 1.23 2.20
H 4.63 0.14 3.78
H 4.88 -0.69 0.73
H 4.61 -1.89 2.26
H 2.78 -1.54 0.03
H 2.12 -0.19 1.18
H 1.74 -1.90 3.14
H 2.77 -3.26 2.26
H -0.06 -3.56 2.12
H 0.86 -3.47 0.43
H -0.01 -0.59 1.55
H -1.50 -1.79 1.37
H 0.58 -0.74 -0.87
H -0.21 -2.43 -1.19
H -1.52 -0.40 -2.35
H -2.04 0.30 -0.68
H -3.14 -2.20 -2.30
H -2.85 -2.55 -0.47
H -4.53 -0.91 0.42
H -5.34 -1.66 -1.12
H -3.81 1.03 -1.91
H -5.53 0.36 -2.28
H -5.75 2.55 -0.92
H -6.50 1.06 -0.06
H -3.73 1.06 1.10
H -5.28 1.84 1.92
H -4.81 4.12 1.34
H -3.98 3.68 -0.29
H -2.78 3.70 2.81
H -2.23 4.84 1.37
H -0.56 2.83 2.18
H -1.62 1.58 1.26
H -2.36 3.38 -1.71
H -0.82 3.83 -3.72
H 1.76 3.78 -3.76
H 3.91 4.28 -1.52
H 3.55 1.63 0.08
H 4.64 3.24 0.42
H 5.70 2.20 -2.17
H 5.11 0.61 -1.32
H 7.18 2.69 0.23
H 6.62 0.87 0.76
H 7.67 1.10 -0.80
H 1.69 2.80 1.03
C 4.69 -7.21 7.19
C 4.66 -5.69 7.04
N 4.47 -5.24 5.66
C 4.71 -3.80 5.48
C 3.77 -2.83 6.20
C 3.29 -5.75 4.96
C 1.92 -5.48 5.59
H 5.46 -7.66 6.55
H 4.92 -7.47 8.23
H 3.72 -7.66 6.95
H 5.63 -5.32 7.40
H 3.90 -5.28 7.71
H 4.71 -3.56 4.41
H 5.73 -3.59 5.82
H 2.80 -2.77 5.70
H 4.20 -1.82 6.19
H 3.61 -3.10 7.25
H 3.40 -6.84 4.85
H 3.28 -5.38 3.93
H 1.91 -5.64 6.67
H 1.18 -6.16 5.16
H 1.58 -4.47 5.38
C 3.75 9.51 -6.74
C 3.83 8.24 -5.89
N 3.01 7.14 -6.39
C 2.88 6.03 -5.44
C 4.14 5.26 -5.08
C 3.24 6.73 -7.78
C 4.65 6.29 -8.16
H 2.72 9.85 -6.85
H 4.32 10.31 -6.26
H 4.18 9.36 -7.73
H 3.48 8.51 -4.89
H 4.88 7.95 -5.79
H 2.12 5.32 -5.81
H 2.45 6.43 -4.51
H 4.44 4.58 -5.89
H 3.95 4.63 -4.20
H 4.98 5.91 -4.84
H 2.96 7.57 -8.44
H 2.53 5.94 -8.06
H 5.42 6.94 -7.74
H 4.76 6.31 -9.25
H 4.84 5.26 -7.85
C -8.57 -2.36 -0.81
C -8.05 -3.79 -0.96
N -7.48 -4.35 0.27
C -6.75 -5.61 0.05
C -7.56 -6.81 -0.41
C -8.33 -4.33 1.46
C -9.68 -5.05 1.37
H -7.78 -1.69 -0.45
H -8.91 -1.99 -1.79
H -9.42 -2.30 -0.13
H -7.27 -3.77 -1.73
H -8.86 -4.42 -1.35
H -6.21 -5.88 0.97
H -5.96 -5.42 -0.69
H -8.14 -7.25 0.40
H -6.87 -7.60 -0.76
H -8.23 -6.58 -1.24
H -8.53 -3.28 1.72
H -7.78 -4.72 2.32
H -10.20 -4.86 0.43
H -10.33 -4.71 2.19
H -9.56 -6.13 1.50

=====

4.
10
Properties=species:S:1:pos:R:3 method="wB97M-V/def2-TZVPD" spin_multiplicity=1 orbital_gap_ev=11.009 e_above_lowest_kj_mol=53.3 total_charge=0
N -1.52 0.42 0.31
C -0.22 0.61 0.62
O 0.25 1.61 1.11
N 0.57 -0.57 0.32
C 1.14 -0.59 -0.93
O 0.82 0.17 -1.81
H -2.18 1.16 0.48
H -1.82 -0.43 -0.15
H 1.06 -1.00 1.09
H 1.90 -1.38 -1.05

=====

| no. | calculated total energy (eV) |
| --- | --- |
| 1 | -10809.810 |
| 2 | -6722.026 |
| 3 | -52442.603 |
| 4 | -9214.670 |